Record 1
A structure of composition C39H45F6N4O5S2SbScSi at a distorted geometry. Source: OMol25; level of theory: the ωB97M-V functional and the def2-TZVPD basis.

XYZ file:
```
104
Properties=species:S:1:pos:R:3:mulliken_charge:R:1
Sc 0.19 -0.06 -0.21 -1.34
N -1.60 -1.83 2.51 0.36
C -0.79 -0.81 2.97 -0.72
C -0.71 -0.65 4.36 -0.74
C 0.08 0.36 4.88 -1.15
C 0.76 1.18 3.99 -1.08
C 0.63 0.97 2.64 -1.04
N -0.14 -0.01 2.11 2.48
C -1.75 -2.41 1.27 0.24
C -2.44 -3.63 1.22 -0.88
C -2.62 -4.26 0.01 -0.91
C -2.12 -3.63 -1.14 -0.83
C -1.48 -2.42 -1.01 0.15
N -1.28 -1.80 0.17 0.69
H -2.03 -2.37 3.26 0.24
H -1.25 -1.31 5.01 0.59
H 0.16 0.49 5.94 0.54
H 1.39 1.98 4.35 0.61
H 1.16 1.60 1.93 0.51
H -2.83 -4.07 2.13 0.54
H -3.12 -5.21 -0.05 0.46
H -2.24 -4.08 -2.11 0.56
H -1.12 -1.89 -1.89 -0.54
C -2.27 4.64 2.10 -1.59
C -1.82 3.19 2.06 0.77
C -2.71 2.30 2.93 -1.27
Sb -1.57 2.21 0.05 0.67
C -3.68 1.80 -0.54 0.47
C -4.67 2.92 -0.29 -1.52
C -3.67 1.35 -2.00 -1.14
C -0.85 3.87 -1.24 2.06
C 0.49 4.30 -0.67 -1.28
C -1.79 5.03 -1.47 -1.57
H -2.34 4.97 3.13 0.46
H -3.24 4.76 1.64 0.28
H -1.55 5.28 1.59 0.31
H -0.80 3.14 2.46 0.21
H -3.75 2.45 2.68 0.31
H -2.58 2.55 3.98 0.45
H -2.47 1.25 2.79 0.17
H -3.94 0.93 0.08 0.48
H -4.44 3.79 -0.89 0.22
H -4.68 3.21 0.76 0.28
H -5.67 2.58 -0.56 0.50
H -3.48 2.19 -2.66 0.21
H -4.64 0.93 -2.26 0.57
H -2.91 0.59 -2.16 -0.14
H -0.67 3.36 -2.20 -1.23
H 0.37 4.79 0.30 0.29
H 0.97 5.01 -1.35 0.41
H 1.16 3.44 -0.55 0.17
H -2.06 5.53 -0.54 0.20
H -2.70 4.71 -1.98 0.32
H -1.30 5.76 -2.11 0.49
F 5.20 0.11 -0.57 -0.22
C 4.08 -0.38 -1.09 0.74
F 3.65 0.48 -2.02 -0.06
F 4.33 -1.52 -1.68 -0.11
S 2.75 -0.35 0.22 0.93
O 2.05 0.90 -0.08 -0.56
O 1.77 -1.40 0.00 -0.62
N 3.31 -0.26 1.66 -0.42
S 4.15 -1.60 1.97 0.92
O 4.23 -2.32 0.74 -0.54
O 5.29 -1.41 2.78 -0.65
C 2.90 -2.54 3.04 0.71
F 2.98 -2.22 4.32 -0.23
F 1.65 -2.22 2.65 -0.28
F 3.02 -3.86 2.93 -0.23
O -0.20 0.24 -2.00 3.98
Si -0.10 0.19 -3.62 -1.61
C 1.31 -0.96 -4.17 0.32
C 1.87 -0.89 -5.44 -0.65
C 2.82 -1.80 -5.86 -0.75
C 3.25 -2.80 -4.99 -0.85
C 2.72 -2.87 -3.71 -0.96
C 1.76 -1.96 -3.31 0.22
C -1.68 -0.62 -4.36 0.71
C -1.71 -2.02 -4.44 -0.40
C -2.78 -2.68 -5.02 -0.88
C -3.85 -1.97 -5.53 -0.72
C -3.83 -0.58 -5.45 -0.88
C -2.76 0.08 -4.88 0.13
C 0.27 1.91 -4.33 0.94
C 1.18 2.72 -3.65 -0.62
C 1.52 3.97 -4.13 -0.51
C 0.95 4.43 -5.31 -0.78
C 0.08 3.62 -6.02 -0.80
C -0.25 2.37 -5.53 -0.39
H 1.55 -0.10 -6.11 0.38
H 3.23 -1.75 -6.86 0.43
H 3.99 -3.52 -5.31 0.41
H 3.07 -3.63 -3.03 0.52
H 1.35 -2.02 -2.30 0.43
H -0.87 -2.59 -4.07 0.59
H -2.77 -3.76 -5.08 0.49
H -4.68 -2.48 -5.99 0.41
H -4.66 -0.02 -5.86 0.45
H -2.77 1.16 -4.84 0.46
H 1.62 2.35 -2.73 0.27
H 2.23 4.59 -3.60 0.55
H 1.20 5.41 -5.69 0.42
H -0.33 3.95 -6.96 0.46
H -0.91 1.73 -6.10 0.53
```

Properties
- ΔE to the lowest compared entry with this formula, charge and spin (kcal/mol) = 32.2
- frontier orbital gap (eV) = 8.16
- charge = +1
- strongest force on any atom (eV/Å) = 2.27

***

Record 2
A structure of composition C39H45IrNO6PS. Source: OMol25; level of theory: the ωB97M-V functional and the def2-TZVPD basis.

XYZ file:
```
94
Properties=species:S:1:pos:R:3:lowdin_spin:R:1
Ir 0.09 0.56 -0.27 2.60
C 5.81 -2.95 0.78 0.00
C 4.40 -2.65 0.35 0.00
C 3.54 -3.66 -0.04 0.09
C 2.23 -3.39 -0.43 0.00
C 1.31 -4.50 -0.83 -0.01
C 1.79 -2.08 -0.43 0.09
C 2.64 -1.01 -0.08 0.02
C 3.96 -1.34 0.32 0.08
N 2.14 0.27 -0.17 0.45
C 3.03 1.44 -0.26 0.04
C 2.18 2.63 -0.74 0.03
C 3.01 3.91 -0.89 0.00
C 3.61 4.27 0.47 0.00
C 4.46 3.10 0.97 0.00
C 5.59 2.83 -0.04 0.00
C 5.00 2.51 -1.41 0.00
C 4.14 3.68 -1.89 0.00
C 4.13 1.24 -1.32 0.01
C 3.60 1.85 1.12 0.02
H 6.01 -4.02 0.75 0.00
H 6.00 -2.60 1.79 0.00
H 6.54 -2.46 0.12 0.00
H 3.89 -4.69 -0.04 0.01
H 1.86 -5.37 -1.19 0.00
H 0.62 -4.18 -1.62 0.00
H 0.71 -4.83 0.02 0.00
H 0.79 -1.87 -0.78 0.01
H 4.65 -0.57 0.62 0.00
H 1.39 2.80 -0.01 0.01
H 1.72 2.37 -1.70 0.01
H 2.36 4.71 -1.24 0.00
H 2.81 4.48 1.19 0.00
H 4.22 5.17 0.39 0.00
H 4.89 3.34 1.94 0.00
H 6.21 2.00 0.31 0.00
H 6.24 3.70 -0.11 0.00
H 5.81 2.32 -2.13 0.00
H 3.73 3.46 -2.88 0.00
H 4.75 4.58 -1.99 0.00
H 4.77 0.39 -1.09 0.00
H 3.65 1.03 -2.27 0.00
H 2.75 2.04 1.78 0.00
H 4.18 1.05 1.58 0.00
O -2.98 -0.56 -2.52 0.02
S -1.91 -0.07 -1.71 0.01
O -0.68 0.37 -2.46 0.14
O -1.36 -1.11 -0.72 0.16
O -2.25 1.08 -0.81 0.06
O -0.08 -0.28 1.93 0.07
P -1.29 -0.61 2.76 0.01
C -1.81 -2.33 2.64 0.00
C -2.73 -2.83 3.57 0.00
C -3.18 -4.13 3.47 0.00
C -2.72 -4.94 2.43 0.00
C -1.82 -4.44 1.51 0.00
C -1.36 -3.14 1.61 0.00
C -2.77 0.35 2.41 0.00
C -2.93 1.61 2.97 0.00
C -4.06 2.37 2.67 0.00
C -5.02 1.86 1.80 0.00
C -4.86 0.61 1.24 0.00
C -3.74 -0.15 1.54 0.00
C -0.88 -0.33 4.49 0.00
C 0.46 -0.39 4.85 0.00
C 0.85 -0.22 6.17 0.00
C -0.11 0.01 7.14 0.00
C -1.45 0.08 6.80 0.00
C -1.84 -0.08 5.48 0.00
H -3.10 -2.20 4.37 0.00
H -3.89 -4.52 4.19 0.00
H -3.08 -5.96 2.35 0.00
H -1.50 -5.07 0.69 0.00
H -0.67 -2.73 0.87 0.00
H -2.18 2.01 3.64 0.00
H -4.19 3.34 3.12 0.00
H -5.89 2.45 1.57 0.00
H -5.59 0.23 0.54 0.00
H -3.60 -1.12 1.08 0.00
H 1.20 -0.56 4.07 0.00
H 1.89 -0.27 6.44 0.00
H 0.19 0.14 8.18 0.00
H -2.20 0.28 7.56 0.00
H -2.89 0.00 5.21 0.00
C -1.58 4.58 1.75 0.00
C -1.07 3.59 0.76 0.00
C -1.11 3.95 -0.70 0.00
O -0.61 2.52 1.13 0.06
H -1.08 5.54 1.60 0.00
H -1.43 4.23 2.77 0.00
H -2.64 4.75 1.56 0.00
H -1.65 4.87 -0.87 0.00
H -1.56 3.12 -1.26 0.00
H -0.08 4.06 -1.05 0.00
```

Properties
- ΔE to the lowest compared entry with this formula, charge and spin (kcal/mol) = 0.0
- frontier orbital gap (spin up / spin down) (eV) = 8.04 / 6.77
- charge = 0
- strongest force on any atom (eV/Å) = 0.54
- spin multiplicity = 5

***

Record 3
A structure of composition C39H45N5O3RuS3Si at a distorted geometry. Source: OMol25; level of theory: the ωB97M-V functional and the def2-TZVPD basis.

XYZ file:
```
97
Properties=species:S:1:pos:R:3:lowdin_spin:R:1
Ru 0.50 0.16 1.43 2.67
N 0.61 -2.68 4.78 0.07
C 0.88 -1.96 3.69 0.10
S 0.04 -2.09 2.17 0.24
N 1.84 -1.09 3.90 0.17
N 1.92 -0.14 2.96 0.41
C 2.90 0.81 3.05 0.30
C 3.80 0.91 4.20 0.03
C 4.28 -0.26 4.71 0.04
C 4.95 -0.28 5.93 0.00
C 5.16 0.89 6.65 0.04
C 4.79 2.09 6.05 0.00
C 4.10 2.12 4.87 0.04
C 2.93 1.76 2.01 0.11
C 3.99 2.65 1.72 0.07
C 3.67 3.76 1.02 0.05
C 2.36 3.86 0.42 0.12
C 1.50 2.80 0.53 0.04
N 1.82 1.74 1.24 0.20
H -0.20 -3.29 4.86 0.00
H 1.09 -2.46 5.68 0.00
H 4.06 -1.13 4.14 0.00
H 5.32 -1.24 6.30 0.00
H 5.69 0.89 7.62 0.00
H 4.92 3.04 6.59 0.00
H 3.92 3.08 4.38 0.00
H 5.03 2.46 1.95 0.00
H 4.44 4.52 0.75 0.00
H 2.10 4.74 -0.15 0.01
H 0.53 2.75 -0.01 0.00
O 0.72 -0.07 -0.71 0.11
S 1.97 -0.50 -1.54 0.02
C 1.51 -0.87 -3.41 0.01
C 1.63 0.37 -4.33 0.00
C 0.67 1.52 -3.93 0.00
C -0.83 1.29 -4.21 0.00
S -1.56 2.96 -3.92 0.00
O -1.38 3.21 -2.48 0.00
C -3.23 2.67 -4.40 0.00
C -4.16 2.31 -3.45 0.00
C -5.48 2.10 -3.78 0.00
C -5.89 2.17 -5.08 0.00
C -4.94 2.49 -6.08 0.00
C -3.60 2.68 -5.74 0.00
C 2.43 -2.07 -0.94 0.00
C 3.70 -2.11 -0.26 0.00
C 4.05 -3.33 0.27 0.00
C 3.28 -4.46 0.05 0.00
C 2.09 -4.36 -0.71 0.00
C 1.62 -3.17 -1.14 0.00
H 0.48 -1.21 -3.42 0.00
H 2.19 -1.71 -3.69 0.00
H 1.36 -0.04 -5.32 0.00
H 2.71 0.66 -4.43 0.00
H 1.06 2.40 -4.40 0.00
H 0.78 1.80 -2.87 0.00
H -1.29 0.60 -3.51 0.00
H -1.02 1.09 -5.27 0.00
H -3.81 2.22 -2.37 0.00
H -6.22 2.05 -2.97 0.00
H -6.89 1.95 -5.38 0.00
H -5.21 2.72 -7.10 0.00
H -2.84 2.77 -6.51 0.00
H 4.29 -1.19 -0.36 0.00
H 4.92 -3.41 0.87 0.00
H 3.65 -5.44 0.33 0.00
H 1.46 -5.25 -0.97 0.00
H 0.78 -3.18 -1.78 0.00
C -2.26 -4.19 -4.54 0.00
C -2.33 -3.77 -3.03 0.00
N -3.24 -4.49 -2.34 0.00
O -1.65 -2.88 -2.51 0.00
H -1.88 -5.21 -4.66 0.00
H -1.59 -3.43 -4.95 0.00
H -3.26 -4.12 -4.94 0.00
H -3.72 -5.27 -2.80 0.00
H -3.72 -4.32 -1.49 0.00
C -1.40 0.69 4.48 0.00
Si -1.09 1.10 2.64 0.04
C -1.45 2.99 2.32 0.02
C -2.62 0.27 1.89 0.03
C -2.65 0.23 0.48 0.02
C -3.53 -0.59 -0.19 0.00
C -4.49 -1.31 0.51 0.00
C -4.51 -1.25 1.91 0.01
C -3.61 -0.43 2.58 0.01
H -2.33 1.12 4.89 0.00
H -0.62 1.11 5.17 0.00
H -1.46 -0.35 4.72 0.00
H -2.56 3.06 2.64 0.00
H -1.50 3.24 1.23 0.00
H -0.84 3.64 2.94 0.00
H -1.97 0.79 -0.16 0.01
H -3.57 -0.69 -1.27 0.00
H -5.16 -1.95 -0.07 0.00
H -5.30 -1.77 2.41 0.00
H -3.65 -0.26 3.66 0.00
```

Properties
- frontier orbital gap (spin up / spin down) (eV) = 5.92 / 5.36
- charge = +1
- strongest force on any atom (eV/Å) = 4.69
- spin multiplicity = 6